# 1
{"formula": "C35H39N5O8PSTi", "method": "ωB97M-V/def2-TZVPD", "symbols": ["Ti", "O", "C", "O", "C", "C", "C", "N", "C", "C", "C", "C", "C", "C", "C", "N", "C", "C", "C", "C", "C", "N", "H", "H", "H", "H", "H", "H", "H", "H", "H", "H", "C", "C", "C", "O", "C", "O", "O", "H", "H", "H", "H", "H", "H", "H", "C", "N", "C", "C", "C", "O", "N", "C", "O", "H", "H", "H", "H", "H", "C", "S", "C", "O", "H", "H", "H", "H", "H", "H", "C", "P", "C", "C", "C", "C", "C", "C", "C", "H", "H", "H", "H", "H", "H", "H", "H", "H", "H", "H"], "coordinates": [[-0.35868, 0.70490, 0.36032], [1.79138, 5.49216, -3.79229], [1.07997, 4.74245, -3.15683], [-0.06342, 4.87782, -2.63266], [1.55513, 3.37180, -2.65871], [1.12488, 2.19635, -3.27133], [0.98128, 1.04403, -2.52799], [1.22402, 1.02347, -1.18923], [1.94688, 2.05726, -0.71294], [2.18416, 3.22015, -1.41580], [2.32132, 1.94087, 0.71328], [3.54848, 2.36289, 1.19823], [3.79608, 2.25747, 2.55630], [2.80544, 1.75036, 3.38366], [1.60884, 1.34522, 2.82330], [1.37061, 1.43442, 1.51225], [0.59695, -0.22130, -3.21283], [1.30726, -0.60854, -4.34537], [0.97748, -1.81190, -4.94795], [-0.03926, -2.57752, -4.40186], [-0.69727, -2.09954, -3.27963], [-0.39001, -0.94282, -2.69636], [0.81322, 2.20378, -4.30793], [2.70306, 4.04829, -0.95215], [4.28905, 2.75344, 0.51457], [4.74835, 2.56777, 2.96472], [2.95463, 1.65848, 4.44920], [0.81714, 0.94034, 3.43184], [2.10390, 0.01282, -4.73016], [1.51179, -2.14731, -5.82659], [-0.32200, -3.52635, -4.83455], [-1.50451, -2.66181, -2.82457], [2.01271, -3.07482, -1.11931], [1.50132, -2.52048, 0.21072], [1.73348, -3.50702, 1.35095], [2.12031, -1.27001, 0.48613], [-0.01051, -2.29965, 0.08286], [-0.79352, -3.19440, -0.02674], [-0.41677, -1.00588, 0.09038], [3.04539, -3.40329, -0.99665], [1.98377, -2.30147, -1.88674], [1.41205, -3.92510, -1.43965], [2.80076, -3.73012, 1.41712], [1.20111, -4.43658, 1.16078], [1.38745, -3.08407, 2.29159], [2.93402, -1.45171, 0.96811], [-4.39360, 1.86698, 3.93400], [-3.29921, 0.98212, 3.54594], [-3.09832, -0.21480, 4.17418], [-2.04830, -0.99513, 3.88861], [-1.10910, -0.55717, 2.88086], [-0.03984, -1.11310, 2.66582], [-1.43507, 0.58666, 2.13536], [-2.45254, 1.43071, 2.54535], [-2.63210, 2.54214, 2.07126], [-4.94697, 1.39418, 4.74053], [-5.05610, 2.04348, 3.08861], [-4.00278, 2.82505, 4.27061], [-3.82626, -0.47156, 4.93118], [-1.86356, -1.92389, 4.40284], [-0.40058, 4.44998, 1.99345], [-0.36314, 4.14503, 0.22706], [-1.89437, 4.92641, -0.22118], [-0.66051, 2.63003, 0.12025], [-0.38430, 5.53093, 2.12771], [0.50297, 4.02194, 2.42341], [-1.29901, 4.00725, 2.41883], [-1.80961, 5.97179, 0.07279], [-2.70282, 4.42670, 0.30735], [-1.96644, 4.86903, -1.30237], [-2.30361, 1.88610, -2.62645], [-2.49383, 0.75922, -1.21241], [-3.97417, 1.43116, -0.37598], [-3.22116, -0.75958, -1.88139], [-3.66688, -0.85553, -3.19624], [-4.29122, -2.01370, -3.63484], [-4.46508, -3.08390, -2.76899], [-4.01833, -2.99355, -1.45799], [-3.40524, -1.83209, -1.01435], [-1.73675, 1.39614, -3.41684], [-1.75520, 2.78380, -2.34205], [-3.28751, 2.15943, -3.00872], [-4.78286, 1.45599, -1.10795], [-3.78949, 2.42464, 0.02025], [-4.26591, 0.77377, 0.44321], [-3.52945, -0.03713, -3.89041], [-4.63814, -2.08010, -4.65741], [-4.94609, -3.98788, -3.11682], [-4.14003, -3.82840, -0.78136], [-3.03818, -1.77890, 0.00328]], "mulliken_charge": [-1.24, -0.69, -0.08, -0.61, 0.21, -0.43, 0.50, 0.47, 0.41, -1.07, 0.15, -0.61, -0.95, -1.02, -0.71, 1.86, -0.58, -0.70, -0.97, -1.14, -0.12, 1.01, 0.54, 0.42, 0.63, 0.48, 0.53, 0.52, 0.60, 0.45, 0.50, 0.38, -1.53, 1.64, -1.74, -0.35, -0.54, -0.57, 1.08, 0.47, 0.16, 0.32, 0.51, 0.39, 0.36, 0.33, -0.90, 0.19, -0.11, -1.53, 0.48, -0.50, 1.47, -0.38, -0.84, 0.37, 0.27, 0.29, 0.38, 0.57, -0.91, 0.78, -0.92, -0.07, 0.65, 0.27, 0.09, 0.58, 0.13, 0.32, -1.38, 2.85, -1.36, 0.24, -0.67, -0.74, -0.59, -0.87, -0.17, 0.34, -0.34, 0.73, 0.69, 0.26, 0.28, 0.36, 0.44, 0.42, 0.46, 0.11], "total_charge": 1, "orbital_gap_ev": 6.66, "e_homo_ev": -10.71}



# 2
{"formula": "C25H47BCl3GeN4O2P2Ti", "method": "ωB97M-V/def2-TZVPD", "symbols": ["Ti", "C", "C", "C", "C", "P", "C", "N", "B", "N", "C", "P", "C", "C", "C", "C", "C", "C", "C", "C", "C", "C", "C", "C", "C", "C", "C", "C", "C", "C", "H", "H", "H", "H", "H", "H", "H", "H", "H", "H", "H", "H", "H", "H", "H", "H", "H", "H", "H", "H", "H", "H", "H", "H", "H", "H", "H", "H", "H", "H", "H", "H", "H", "H", "H", "H", "H", "H", "H", "H", "H", "H", "H", "H", "N", "N", "C", "O", "O", "H", "H", "H", "Cl", "Ge", "Cl", "Cl"], "coordinates": [[-1.14060, 0.06153, -0.13714], [-1.03824, 2.54155, 3.54060], [-0.94570, 1.11050, 4.08624], [-2.35405, 0.70501, 4.53783], [0.02568, 1.10666, 5.27097], [-0.44744, -0.02918, 2.65132], [1.35151, 0.46084, 2.43979], [1.79989, 0.19532, 1.09293], [1.01953, 0.17214, -0.09732], [1.90790, -0.07640, -1.18288], [1.56653, -0.25748, -2.57189], [-0.28708, -0.04909, -2.74542], [-0.66922, -1.16781, -4.22378], [-2.10791, -0.88580, -4.67533], [-0.62403, -2.61214, -3.70282], [0.31211, -1.03424, -5.39118], [-0.44037, 1.76396, -3.34117], [0.50859, 2.63470, -2.50539], [-0.10435, 2.03333, -4.80715], [-1.89240, 2.18341, -3.06055], [3.18718, -0.26472, -0.65619], [4.37595, -0.60332, -1.27761], [5.50753, -0.76405, -0.48535], [5.45009, -0.58134, 0.89049], [4.25828, -0.23795, 1.52128], [3.12366, -0.08974, 0.74129], [-0.32990, -1.80320, 3.33270], [0.79203, -2.53725, 2.58727], [-0.08334, -1.99772, 4.82894], [-1.68840, -2.42893, 2.98053], [-1.26499, 3.22298, 4.36430], [-1.84091, 2.63226, 2.81595], [-0.11514, 2.88487, 3.07311], [-2.74235, 1.44503, 5.24255], [-2.36708, -0.26479, 5.03385], [-3.03485, 0.66658, 3.68397], [-0.15503, 2.00068, 5.87269], [1.06777, 1.13523, 4.94962], [-0.11830, 0.24705, 5.92026], [1.96820, -0.08344, 3.15665], [1.43386, 1.52872, 2.65785], [1.85276, -1.26767, -2.88675], [2.09246, 0.46210, -3.20704], [-2.78688, -0.89570, -3.81974], [-2.43293, -1.66403, -5.37075], [-2.19375, 0.07121, -5.18823], [-1.39063, -2.77823, -2.93799], [0.35341, -2.88405, -3.29392], [-0.83697, -3.29659, -4.52674], [0.11096, -0.15623, -5.99884], [0.20472, -1.91047, -6.03496], [1.34992, -1.00066, -5.05697], [1.54261, 2.52205, -2.83609], [0.46345, 2.41404, -1.44552], [0.22971, 3.68391, -2.62440], [0.88779, 1.65934, -5.06423], [-0.09919, 3.11513, -4.96385], [-0.83642, 1.60696, -5.49240], [-2.12393, 2.04491, -2.00404], [-2.60624, 1.59807, -3.64080], [-2.03457, 3.23901, -3.30354], [4.42181, -0.75396, -2.34896], [6.44584, -1.04016, -0.94908], [6.34594, -0.70874, 1.48452], [4.22858, -0.09505, 2.59430], [1.76795, -2.35304, 3.03821], [0.85976, -2.24653, 1.53842], [0.60827, -3.61377, 2.62208], [0.84905, -1.53584, 5.15344], [-0.00433, -3.07253, 5.01658], [-0.90365, -1.62287, 5.43920], [-1.91152, -2.32690, 1.91867], [-2.49846, -1.95021, 3.53694], [-1.69397, -3.49425, 3.22421], [-3.31335, 1.09230, 0.48017], [-3.02547, 2.45538, 0.62621], [-1.69189, 2.83887, 0.41382], [-1.41799, 4.00978, 0.26403], [-0.86689, 1.83680, 0.46525], [-3.86299, 0.89765, -0.34789], [-3.81979, 0.73545, 1.28023], [-3.73406, 3.13461, 0.40665], [1.86010, -3.37413, -0.93403], [-0.23627, -2.53275, -0.64384], [-2.85514, -1.37212, -0.93371], [-1.16245, -4.43485, -0.06040]], "lowdin_spin": [0.84, 0.00, 0.01, 0.00, 0.00, 0.02, 0.00, 0.00, -0.01, 0.00, 0.00, 0.01, 0.00, 0.00, 0.01, 0.00, 0.01, 0.00, 0.00, 0.01, 0.00, 0.00, 0.00, 0.00, 0.00, 0.00, 0.00, 0.00, 0.00, 0.00, 0.00, 0.00, 0.00, 0.00, 0.00, 0.00, 0.00, 0.00, 0.00, 0.00, 0.00, 0.00, 0.00, 0.00, 0.00, 0.00, 0.00, 0.00, 0.00, 0.00, 0.00, 0.00, 0.00, 0.00, 0.00, 0.00, 0.00, 0.00, 0.01, 0.00, 0.00, 0.00, 0.00, 0.00, 0.00, 0.00, 0.00, 0.00, 0.00, 0.00, 0.00, 0.00, 0.00, 0.00, 0.01, 0.00, 0.00, 0.00, 0.02, 0.00, 0.00, 0.00, 0.01, 0.04, 0.00, 0.00], "spin_multiplicity": 2, "orbital_gap_ev": [6.62, 6.84], "e_homo_ev": [-7.22, -7.67]}



# 3
{"formula": "C17H26ClF6N2PPtS4", "method": "ωB97M-V/def2-TZVPD", "symbols": ["Pt", "C", "C", "S", "C", "C", "S", "C", "C", "S", "H", "H", "H", "H", "H", "H", "H", "H", "H", "H", "H", "H", "C", "N", "C", "C", "N", "C", "S", "H", "H", "H", "H", "H", "H", "H", "H", "F", "P", "F", "F", "F", "F", "F", "Cl", "C", "C", "C", "C", "C", "C", "C", "H", "H", "H", "H", "H", "H"], "coordinates": [[-1.18730, 0.27550, 1.17573], [-2.16895, -2.56728, 2.44199], [-1.92575, -1.81163, 3.73315], [-0.79253, -0.38359, 3.54451], [-1.69884, 0.93748, 4.40994], [-3.03351, 1.37542, 3.82654], [-3.02447, 1.71337, 2.02404], [-4.41979, 0.68449, 1.45505], [-4.33626, -0.80824, 1.71991], [-2.83299, -1.61386, 1.03063], [-2.85124, -3.40123, 2.61434], [-1.23887, -2.98379, 2.05130], [-1.41805, -2.49490, 4.41704], [-2.84622, -1.49208, 4.21781], [-0.98910, 1.76346, 4.44160], [-1.84617, 0.58622, 5.43346], [-3.30893, 2.32791, 4.28350], [-3.83434, 0.66862, 4.03519], [-4.49267, 0.89030, 0.38614], [-5.32029, 1.08557, 1.92561], [-5.17277, -1.28935, 1.21144], [-4.40418, -1.05568, 2.77677], [2.44463, 0.79804, -3.88833], [3.39970, 0.59903, -2.82413], [4.60999, 1.42534, -2.74801], [5.28764, 0.95791, -1.45423], [4.35952, -0.06724, -0.97698], [3.32995, -0.20390, -1.78494], [2.19525, -1.51574, -1.41837], [2.97527, 1.00859, -4.81517], [1.80712, 1.66077, -3.67198], [1.82930, -0.08550, -4.03006], [4.33997, 2.48190, -2.71722], [5.22589, 1.27451, -3.63575], [5.38427, 1.75827, -0.72660], [6.28132, 0.53838, -1.60772], [4.45474, -0.51126, -0.07789], [1.30226, 0.47720, 1.40675], [1.56841, 2.12252, 1.89715], [0.02208, 2.40495, 1.34632], [0.91878, 1.72410, 3.30740], [2.07285, 2.36920, 0.37835], [1.74889, 3.61301, 2.28180], [3.01506, 1.68144, 2.36361], [3.67008, -2.57856, -3.35688], [0.68461, -1.37456, -2.37042], [0.54855, -2.31265, -3.36422], [-0.65566, -2.45886, -4.06931], [-1.77515, -1.66687, -3.71883], [-1.66423, -0.74679, -2.72047], [-0.44908, -0.52482, -2.00129], [-0.45367, 0.55556, -1.05298], [1.40017, -2.92845, -3.62048], [-0.72455, -3.18531, -4.86939], [-2.71228, -1.80246, -4.24326], [-2.52106, -0.13658, -2.46473], [-1.27961, 1.26399, -1.15113], [0.50221, 0.97814, -0.75632]], "lowdin_spin": [1.49, 0.02, 0.02, 0.26, 0.03, 0.03, 0.27, 0.02, 0.02, 0.21, 0.00, 0.00, 0.01, 0.00, 0.00, 0.01, 0.01, 0.00, 0.00, 0.01, 0.00, 0.00, 0.00, 0.00, 0.00, 0.00, 0.01, 0.02, 0.24, 0.00, 0.00, 0.00, 0.00, 0.00, 0.00, 0.00, 0.00, 0.07, 0.00, 0.06, 0.00, 0.00, 0.00, 0.00, 0.74, 0.15, 0.05, 0.34, 0.10, 0.10, 0.27, 0.40, 0.00, 0.01, 0.00, 0.00, 0.04, 0.02], "spin_multiplicity": 6, "total_charge": 3, "orbital_gap_ev": [7.88, 3.52], "e_homo_ev": [-17.07, -17.60]}



# 4
{"formula": "C5H7N2", "method": "ωB97M-V/def2-TZVPD", "symbols": ["C", "C", "C", "C", "C", "N", "N", "H", "H", "H", "H", "H", "H", "H"], "coordinates": [[-1.22360, -0.48219, -1.38129], [0.34514, 0.91809, -2.02324], [-0.59168, -0.36356, -0.23029], [-0.46243, -0.67443, 1.02718], [0.57596, -0.36855, 1.97455], [-0.76188, 0.28221, -2.33599], [0.81643, 0.69906, -0.84458], [-2.22538, -0.98752, -1.54763], [0.69964, 1.64535, -2.71832], [-1.34449, -1.12433, 1.46827], [1.19856, 0.42069, 1.50197], [1.20655, -1.16231, 2.32058], [0.29080, 0.04036, 3.00902], [1.47637, 1.15711, -0.22021]], "mulliken_charge": [-0.44, -0.01, 0.64, 0.14, -0.91, -0.40, -0.25, 0.37, 0.43, 0.34, 0.15, 0.34, 0.33, 0.26], "total_charge": 1, "orbital_gap_ev": 9.11, "e_homo_ev": -15.38}



# 5
{"formula": "C3H12O2S2", "method": "ωB97M-V/def2-TZVPD", "symbols": ["C", "C", "S", "S", "C", "H", "H", "H", "H", "H", "H", "H", "H", "H", "H", "O", "H", "H", "O"], "coordinates": [[3.60920, 1.10116, 1.29674], [3.23281, -0.30582, 1.75782], [2.82567, -1.43995, 0.40387], [1.33380, -0.34185, -0.56139], [0.09479, -1.63941, -0.91198], [2.76713, 1.73876, 1.11554], [4.19193, 0.95163, 0.37991], [4.30231, 1.58412, 1.98212], [4.16646, -0.76784, 2.10714], [2.48213, -0.47103, 2.51852], [-0.10689, -1.66218, -1.97492], [0.44757, -2.59409, -0.53073], [-0.78883, -1.34916, -0.36057], [-2.94447, 3.84170, -0.53094], [-3.72714, 4.78545, 0.32895], [-3.84481, 4.16224, -0.39720], [-6.39039, -3.21697, -2.17812], [-5.96135, -1.77185, -2.01969], [-5.68991, -2.60493, -2.42507]], "mulliken_charge": [-1.05, -0.43, -0.13, -0.07, -0.76, 0.31, 0.32, 0.34, 0.28, 0.36, 0.28, 0.29, 0.26, 0.32, 0.32, -0.64, 0.32, 0.32, -0.64], "smiles": "CCSSC.O.O", "orbital_gap_ev": 8.46, "e_homo_ev": -8.03}